[1]
Entry from the OMol25 dataset: a cluster of 8 separate species, C36H64F5N10O8 in total (ωB97M-V with the def2-TZVPD basis set).

Structure (XYZ):
```
123
Properties=species:S:1:pos:R:3:forces:R:3
C 1.644 0.897 -0.831 0.02 -0.75 0.10
N 0.843 0.716 -2.053 -0.83 0.62 0.74
C 0.245 2.038 -2.395 0.28 0.76 -0.37
C -0.143 -0.313 -1.923 0.93 -0.04 -0.37
O -0.136 -1.243 -2.696 -0.60 0.22 0.76
C -1.242 -0.218 -0.807 0.15 -0.48 0.37
C -1.616 -1.575 -0.238 -0.40 0.76 -0.98
C -2.463 -2.419 -0.888 -0.16 -0.56 0.20
N -2.617 -3.570 -0.086 0.95 2.17 -0.23
C -1.883 -3.355 0.984 -0.14 -2.41 2.00
N -1.237 -2.191 0.993 -1.20 0.16 -2.26
C -0.374 -1.610 2.008 1.23 0.40 0.98
F -1.094 -0.711 2.748 -0.11 -0.66 -0.40
F 0.561 -0.859 1.371 -0.71 -0.40 -0.17
C 0.365 -2.608 2.888 0.54 -0.68 0.59
C -0.261 -3.632 3.617 -0.18 -0.50 0.40
C 0.467 -4.553 4.404 0.54 0.55 -0.39
C 1.870 -4.454 4.478 -1.05 0.46 -0.42
C 2.487 -3.409 3.773 0.39 -0.93 0.26
C 4.018 -3.293 3.888 -1.18 0.47 1.07
F 4.533 -4.317 4.595 0.05 0.24 -0.80
F 4.623 -3.180 2.703 0.04 -0.02 0.52
F 4.279 -2.180 4.646 0.27 -0.21 -0.75
C 1.764 -2.502 2.998 0.31 0.00 -0.01
H 1.041 1.093 0.086 0.16 -0.01 -0.44
H 2.221 -0.032 -0.676 -0.12 0.57 0.09
H 2.343 1.739 -0.914 -0.39 -0.46 -0.41
H -0.123 2.613 -1.505 0.35 -0.83 -0.95
H -0.577 1.949 -3.136 0.37 -0.15 0.41
H 1.035 2.653 -2.872 -0.57 -0.81 0.34
H -0.962 0.470 -0.003 -0.11 -0.11 -0.50
H -2.149 0.166 -1.312 0.49 0.02 0.33
H -2.986 -2.301 -1.836 0.35 0.00 0.36
H -3.170 -4.404 -0.230 0.07 0.17 -0.13
H -1.890 -4.128 1.757 0.45 0.53 -0.16
H -1.351 -3.758 3.592 0.49 0.15 0.14
H -0.011 -5.369 4.952 -0.14 0.44 -0.38
H 2.420 -5.187 5.073 -0.05 0.43 -0.31
H 2.351 -1.726 2.497 -0.49 -0.26 0.00
C -2.513 -0.753 -5.361 0.02 0.03 -0.08
O -3.697 -0.966 -5.570 -0.02 0.02 -0.01
N -1.661 -0.169 -6.221 0.02 -0.19 0.33
C -0.261 0.045 -5.882 -0.35 0.08 -0.16
C -2.151 0.259 -7.518 -0.21 -0.12 0.15
H -2.030 -1.036 -4.410 0.10 0.02 -0.03
H -0.040 1.108 -5.922 0.17 -0.08 -0.01
H 0.366 -0.484 -6.602 0.13 0.10 0.06
H -0.050 -0.327 -4.881 -0.03 -0.02 -0.07
H -2.956 0.984 -7.383 -0.01 -0.02 -0.14
H -2.550 -0.601 -8.059 -0.04 0.10 -0.08
H -1.345 0.711 -8.093 0.04 -0.02 0.10
C 2.819 2.262 -7.164 0.05 0.09 0.01
O 1.944 1.879 -6.409 0.20 0.01 -0.13
N 3.708 1.463 -7.786 0.00 0.22 -0.04
C 4.727 1.988 -8.673 -0.07 -0.29 0.09
C 3.641 0.030 -7.557 -0.19 0.13 0.17
H 2.956 3.330 -7.403 0.05 -0.01 -0.03
H 4.599 1.556 -9.668 0.13 0.09 -0.04
H 5.714 1.724 -8.289 0.06 0.08 -0.13
H 4.653 3.072 -8.745 -0.05 -0.03 0.05
H 2.662 -0.342 -7.865 0.05 -0.11 0.04
H 3.771 -0.175 -6.493 -0.03 -0.11 -0.04
H 4.419 -0.478 -8.124 0.00 0.09 -0.02
C -2.850 -7.411 2.440 -0.10 -0.17 -0.01
O -1.913 -6.823 2.958 -0.10 0.39 -0.03
N -4.149 -7.192 2.716 0.14 -0.05 -0.21
C -5.212 -7.934 2.059 -0.02 0.17 0.20
C -4.499 -6.185 3.703 0.27 -0.10 0.00
H -2.695 -8.194 1.680 -0.02 -0.02 0.02
H -5.863 -7.238 1.525 -0.09 -0.13 -0.03
H -5.795 -8.471 2.808 -0.08 -0.05 -0.12
H -4.800 -8.650 1.350 0.05 0.03 0.05
H -4.112 -5.213 3.387 -0.07 0.05 0.12
H -4.046 -6.442 4.661 -0.05 0.12 0.03
H -5.579 -6.127 3.815 0.03 -0.05 -0.06
C 4.799 1.083 1.337 0.11 0.04 -0.03
O 3.849 1.301 0.607 0.27 -0.02 0.54
N 4.741 1.003 2.683 0.16 -0.10 -0.10
C 5.918 0.738 3.491 -0.28 0.05 0.10
C 3.460 1.190 3.341 0.04 0.08 -0.27
H 5.815 0.929 0.939 0.01 0.00 0.04
H 5.766 -0.178 4.063 0.14 0.03 0.05
H 6.079 1.571 4.179 0.13 -0.07 0.03
H 6.798 0.623 2.861 -0.07 0.02 -0.04
H 2.753 0.440 2.982 -0.11 0.08 0.07
H 3.067 2.179 3.097 -0.11 -0.05 0.06
H 3.575 1.097 4.419 0.08 -0.03 -0.04
C -1.461 2.773 0.891 -0.01 0.14 0.06
O -1.641 2.762 -0.317 -0.67 0.19 0.60
N -2.350 3.174 1.811 0.28 -0.13 0.02
C -2.044 3.144 3.230 -0.33 0.06 -0.08
C -3.654 3.649 1.376 0.13 -0.04 -0.21
H -0.509 2.432 1.336 0.02 0.02 0.03
H -2.758 2.497 3.740 0.08 0.09 0.19
H -2.118 4.155 3.635 0.03 -0.08 0.16
H -1.036 2.766 3.400 -0.01 0.01 -0.10
H -4.161 2.859 0.820 -0.08 0.09 -0.02
H -3.525 4.508 0.716 -0.12 -0.02 -0.01
H -4.255 3.935 2.235 0.09 -0.04 0.03
C 0.577 5.039 -4.131 0.02 0.04 -0.16
O 1.350 4.453 -3.397 0.10 0.66 -0.04
N -0.295 5.988 -3.736 -0.01 -0.06 -0.19
C -1.191 6.646 -4.667 0.05 0.02 0.31
C -0.338 6.360 -2.333 0.19 -0.22 -0.02
H 0.530 4.828 -5.213 -0.03 0.00 0.00
H -0.994 7.720 -4.661 -0.12 0.01 -0.11
H -2.224 6.466 -4.365 -0.04 0.09 -0.13
H -1.044 6.264 -5.676 0.04 -0.03 0.05
H 0.642 6.729 -2.025 -0.06 0.00 0.11
H -0.582 5.481 -1.731 0.01 0.08 0.09
H -1.087 7.132 -2.171 0.00 -0.02 -0.10
C -2.257 0.901 6.470 -0.02 -0.02 0.02
O -3.038 1.831 6.416 0.13 0.04 -0.05
N -1.012 0.962 6.985 -0.05 -0.22 -0.13
C -0.134 -0.192 7.015 0.01 0.31 0.10
C -0.537 2.225 7.527 -0.26 0.03 -0.08
H -2.517 -0.101 6.087 0.05 -0.04 0.02
H 0.133 -0.418 8.049 0.09 -0.13 -0.07
H 0.774 0.028 6.448 0.06 -0.15 0.04
H -0.625 -1.060 6.577 -0.05 0.06 0.00
H -1.195 2.543 8.337 0.08 0.10 -0.01
H -0.559 2.987 6.746 0.03 0.07 0.10
H 0.478 2.116 7.902 -0.03 -0.08 -0.03
```
Forces are in eV/Å.

Output
HOMO in eV: -10.08
Charge: +1
Orbital gap in eV: 7.39
Multiplicity: 1

Mulliken atomic charge list, values in e, 2 entries: number 1, C, carries -0.842; number 2, N, carries 0.351


[2]
Entry from the OMol25 dataset: a cluster of 9 separate species, C36H64N6O6S3 in total (ωB97M-V with the def2-TZVPD basis set).

Structure (XYZ):
```
115
Properties=species:S:1:pos:R:3:forces:R:3
O 6.495 -1.477 4.048 0.04 -0.34 0.03
S 6.869 -1.664 2.669 0.18 1.20 -0.65
O 6.608 -2.887 1.960 -0.28 -0.35 0.19
C 6.197 -0.255 1.701 0.35 0.11 0.74
C 7.404 0.328 0.973 0.19 -0.59 -0.44
C 8.583 0.199 1.951 -0.16 0.63 0.21
C 8.611 -1.228 2.433 0.40 -0.93 0.01
H 5.836 0.483 2.417 -0.12 -0.22 0.15
H 5.352 -0.624 1.133 0.14 0.06 -0.32
H 7.589 -0.261 0.069 0.13 0.01 0.04
H 7.298 1.364 0.656 -0.34 0.02 0.12
H 8.384 0.853 2.808 0.06 0.03 -0.04
H 9.516 0.542 1.506 0.07 -0.22 -0.02
H 9.166 -1.464 3.342 -0.26 0.47 0.24
H 9.044 -1.915 1.701 -0.41 0.10 -0.28
O -1.178 -1.284 6.794 0.18 0.47 -0.17
S -1.191 0.022 6.171 -0.50 0.00 0.05
O -0.323 1.090 6.620 -0.35 -0.56 0.04
C -1.007 -0.155 4.377 0.18 0.96 0.11
C -2.400 -0.004 3.773 -0.51 -0.49 -1.33
C -3.487 -0.079 4.836 -0.34 -0.64 0.91
C -2.919 0.584 6.084 0.16 1.07 -0.13
H -0.442 -1.048 4.128 -0.27 -0.25 0.20
H -0.402 0.706 4.092 0.15 -0.09 0.08
H -2.504 0.918 3.193 0.24 0.25 0.37
H -2.568 -0.765 3.003 -0.02 -0.13 0.25
H -3.761 -1.114 5.064 0.33 -0.07 -0.03
H -4.442 0.363 4.551 0.22 0.34 -0.21
H -3.465 0.494 7.021 0.21 -0.74 0.03
H -2.878 1.672 5.951 0.29 -0.08 -0.25
O -3.647 0.123 -0.172 0.51 0.13 -0.02
S -4.723 0.960 0.296 -2.16 -0.04 0.38
O -4.511 2.231 0.955 0.60 -0.29 -0.31
C -5.977 1.219 -1.031 0.55 0.40 0.17
C -7.094 0.258 -0.705 -0.08 -0.58 0.16
C -7.231 0.281 0.821 -0.22 0.41 -0.32
C -5.847 -0.024 1.363 0.47 0.04 -0.28
H -5.557 1.109 -2.029 0.25 -0.09 0.13
H -6.261 2.259 -0.863 -0.15 -0.03 -0.15
H -8.021 0.459 -1.242 0.02 0.33 0.10
H -6.812 -0.758 -1.004 0.09 0.04 -0.03
H -8.031 -0.374 1.161 0.26 -0.21 0.18
H -7.483 1.294 1.150 -0.18 -0.03 -0.07
H -5.517 -1.053 1.235 -0.23 -0.07 0.13
H -5.726 0.301 2.393 0.25 -0.02 -0.01
C -3.251 -0.377 -3.661 -0.27 -0.52 -0.16
C -2.424 -1.327 -4.309 1.22 0.07 -0.52
C -2.404 -1.046 -5.654 -0.85 0.25 -0.03
N -3.278 -0.004 -5.855 0.38 -0.50 0.25
C -3.801 0.392 -4.655 -0.04 0.50 -0.25
H -3.435 -0.389 -2.599 -0.12 0.40 0.00
H -1.720 -2.025 -3.880 -0.34 -0.14 0.27
H -1.932 -1.513 -6.501 0.17 -0.07 0.14
H -3.517 0.376 -6.751 -0.04 0.10 -0.01
H -4.462 1.244 -4.674 -0.11 -0.11 0.37
C -3.746 3.651 -3.153 -1.00 0.92 -0.49
C -2.918 3.513 -1.902 -0.13 -0.65 0.11
C -1.486 4.028 -2.076 -0.36 -0.17 0.12
C -1.430 5.481 -2.218 0.04 -0.12 0.03
N -1.412 6.624 -2.301 -0.01 0.17 -0.06
H -4.758 3.248 -3.039 0.18 -0.33 0.14
H -3.321 3.232 -4.065 0.25 -0.15 0.19
H -3.963 4.706 -3.364 0.34 0.01 -0.02
H -2.855 2.453 -1.630 0.15 0.03 -0.04
H -3.446 3.983 -1.070 0.24 0.18 0.03
H -1.066 3.559 -2.968 0.21 0.08 0.05
H -0.875 3.735 -1.223 0.12 0.06 -0.06
C -0.232 0.224 -1.279 0.46 0.95 -0.22
C -0.306 0.450 0.215 -0.31 -1.33 0.96
C 0.692 1.433 0.816 0.46 0.35 0.19
C 2.071 0.939 0.777 0.06 -0.03 -0.14
N 3.156 0.562 0.740 -0.06 0.01 0.01
H -0.867 -0.589 -1.621 -0.06 -0.02 0.04
H 0.810 0.027 -1.551 -0.09 -0.28 -0.03
H -0.466 1.135 -1.836 -0.27 -0.11 0.00
H -0.124 -0.533 0.683 0.39 0.22 -0.01
H -1.304 0.622 0.624 -0.11 0.65 -0.56
H 0.489 1.632 1.872 -0.20 -0.10 -0.04
H 0.737 2.414 0.336 -0.32 -0.11 -0.22
C -0.709 -4.468 1.567 0.09 -0.50 0.11
C -0.962 -3.010 1.210 0.32 -0.34 -0.85
C -2.339 -2.766 0.569 0.37 -0.01 0.64
C -3.437 -2.903 1.530 -0.02 0.13 -0.21
N -4.320 -2.936 2.262 0.00 -0.09 0.12
H 0.229 -4.594 2.109 -0.02 0.10 0.06
H -0.610 -5.071 0.660 -0.02 0.15 -0.08
H -1.489 -4.968 2.145 -0.10 0.37 0.17
H -0.241 -2.788 0.414 -0.03 0.18 0.09
H -0.729 -2.300 2.003 -0.31 -0.14 0.26
H -2.479 -3.501 -0.224 -0.11 0.14 -0.15
H -2.388 -1.749 0.179 -0.13 -0.12 -0.19
C 4.365 0.234 -2.564 1.03 0.25 1.05
C 4.896 1.552 -3.119 -0.94 -0.55 -0.60
C 4.412 2.780 -2.352 0.06 0.12 0.23
C 2.952 2.831 -2.210 -0.11 -0.03 0.03
N 1.811 2.916 -2.094 0.15 -0.08 0.00
H 4.837 -0.576 -3.117 -0.70 -0.22 -0.26
H 3.283 0.226 -2.462 -0.08 -0.17 -0.69
H 4.717 0.053 -1.540 0.09 0.31 -0.02
H 4.491 1.603 -4.136 0.26 0.27 -0.05
H 5.978 1.485 -3.206 0.06 0.39 0.18
H 4.682 3.717 -2.841 0.22 -0.06 0.01
H 4.825 2.788 -1.341 0.02 0.05 0.00
C 2.130 -3.009 -2.066 0.97 -0.37 -0.46
C 2.585 -2.150 -0.898 -0.24 0.05 -0.26
C 3.750 -2.774 -0.095 -1.23 0.21 0.25
C 4.987 -2.679 -0.859 0.22 -0.22 0.22
N 5.954 -2.563 -1.467 -0.07 0.01 -0.03
H 2.919 -3.085 -2.824 -0.03 0.12 0.03
H 1.249 -2.630 -2.581 -0.14 0.02 0.20
H 1.986 -4.043 -1.738 -0.39 0.08 0.02
H 1.684 -1.943 -0.314 0.41 -0.15 0.61
H 2.938 -1.176 -1.218 -0.21 -0.05 -0.12
H 3.504 -3.800 0.182 0.31 -0.15 -0.21
H 3.838 -2.245 0.854 0.32 0.10 -0.06
```
Forces are in eV/Å.

Output
SMILES: O=S1(=O)CCCC1.O=S1(=O)CCCC1.O=S1(=O)CCCC1.c1cc[nH]c1.CCCC#N.CCCC#N.CCCC#N.CCCC#N.CCCC#N
HOMO in eV: -8.76
Orbital gap in eV: 9.02
Multiplicity: 1

Mulliken atomic charge list, values in e, 2 entries: number 1, O, carries -0.683; number 2, S, carries 1.140